A cluster of 7 separate species, C20H46N2O19S3 in total, computed with ωB97M-V/def2-TZVPD.

Output
Net charge = 0
Spin multiplicity = 1

Last column: Löwdin charge in e.
Element x y z (Å)
C  0.11846  6.62351  -1.96495  0.000
N  -0.25056  5.28932  -1.50520  -0.346
C  -0.45777  5.18023  -0.08679  -0.028
C  -1.54089  4.89234  -2.08696  -0.027
C  0.87329  4.32002  -1.95856  -0.046
C  0.57663  2.78694  -1.83278  -0.258
O  1.73875  1.98628  -1.83895  -0.069
H  0.25961  6.68031  -3.08292  0.139
H  1.18887  6.99288  -1.81647  0.158
H  -0.53848  7.19243  -1.70134  -0.003
H  0.37747  5.37850  0.65006  0.143
H  -0.86556  4.32003  0.21941  0.059
H  -1.08537  5.99581  0.27965  0.123
H  -1.83822  3.78834  -1.97196  0.126
H  -1.78822  5.01153  -3.15123  0.107
H  -2.21061  5.81974  -1.94815  0.146
H  1.67742  4.48726  -1.24031  0.125
H  1.36136  4.56599  -3.05752  0.197
H  -0.14710  2.39891  -2.56010  0.103
H  0.05530  2.61952  -0.93777  0.092
H  1.96621  1.81380  -0.82519  0.146
N  0.28894  -0.61370  0.52315  -0.526
O  -0.55121  -0.60436  -0.44480  -0.076
O  -0.15806  -0.57517  1.70826  -0.067
O  1.41731  -0.12132  0.26676  -0.078
O  -4.16371  3.19299  -3.44820  -0.201
S  -3.57884  2.07919  -3.87071  0.543
O  -2.21493  1.78078  -3.61739  -0.274
O  -4.38514  0.80566  -3.15175  -0.222
C  -3.95760  0.51075  -1.93687  -0.409
C  -4.89237  -0.46127  -1.19185  -0.067
C  -3.81070  1.85999  -5.60013  -0.123
H  -4.01681  1.49592  -1.24162  0.150
H  -2.86847  0.16692  -1.91245  0.126
H  -4.95268  -1.36948  -1.79446  0.068
H  -5.73479  0.13235  -0.97706  0.043
H  -4.50542  -0.97020  -0.13095  0.145
H  -3.21237  2.59528  -6.10972  0.067
H  -4.82893  1.86362  -5.98705  0.073
H  -3.54341  0.87654  -6.10922  0.112
O  0.02409  -6.16609  -0.78766  -0.272
S  -0.06480  -6.65222  0.55288  0.586
O  1.04718  -6.69195  1.32964  -0.232
O  -1.17072  -5.64753  1.37123  -0.247
C  -0.76172  -4.36904  1.58797  -0.357
C  -1.73957  -3.68252  2.43792  -0.037
C  -0.68677  -8.25419  0.55886  -0.107
H  -0.51075  -3.97603  0.44046  0.171
H  0.25502  -4.36897  2.09011  0.116
H  -1.84635  -4.20327  3.28181  0.052
H  -2.51193  -3.57046  1.92472  0.000
H  -1.37253  -2.62579  2.63787  0.112
H  -0.86115  -8.49233  1.56707  0.064
H  0.09242  -8.85862  0.17252  0.083
H  -1.65310  -8.34670  0.25162  0.048
O  3.48556  0.43773  5.71702  -0.236
S  2.91738  -0.81083  5.75318  0.628
O  1.48641  -0.95886  5.86249  -0.274
O  3.42056  -1.60342  4.29709  -0.227
C  2.41410  -2.09016  3.49875  -0.356
C  2.99545  -2.42624  2.16573  -0.052
C  3.85132  -1.77631  6.93978  -0.076
H  1.62895  -1.45366  3.60236  0.042
H  1.79665  -2.86268  3.97669  0.126
H  3.38751  -1.63414  1.44770  0.099
H  2.33769  -2.82847  1.43437  0.054
H  3.84827  -3.04305  2.36014  0.069
H  3.47228  -2.69887  6.89087  0.024
H  3.64667  -1.07318  7.74234  0.076
H  4.89994  -1.74118  6.72263  0.077
C  1.34816  1.55334  3.17187  -0.101
C  0.16856  2.38719  2.80205  0.030
O  0.99451  3.36280  1.98174  0.071
C  2.20402  3.35013  2.38379  -0.752
O  3.08743  4.14778  2.03954  0.083
O  2.42323  2.45593  3.18058  0.143
H  1.78278  0.95864  2.39897  0.111
H  1.30246  0.90180  4.07724  0.135
H  -0.29856  2.75850  3.61332  0.104
H  -0.40105  1.89530  2.11631  0.094
C  1.53154  -2.84929  -3.06391  -0.052
C  1.37259  -1.28489  -3.31348  -0.070
O  1.52558  -1.25453  -4.68761  0.079
C  1.25961  -2.46309  -5.18107  -0.607
O  1.00518  -2.58080  -6.40326  0.071
O  1.13076  -3.34478  -4.29088  0.107
H  0.82489  -3.20489  -2.52449  0.052
H  2.50752  -3.48954  -2.78864  0.190
H  2.09012  -0.68972  -2.71650  0.142
H  0.51117  -0.92907  -3.17962  0.049

A cluster of 5 separate species, C19H32N2O17S5Si in total, computed with ωB97M-V/def2-TZVPD.

Output
Net charge = 0
Spin multiplicity = 1

Last column: Löwdin charge in e.
Element x y z (Å)
C  3.79706  -0.90455  0.21501  -0.187
Si  2.43191  -0.13522  -0.91850  0.468
C  3.18188  1.20310  -2.08619  -0.172
C  1.71149  -1.57072  -1.96108  -0.183
O  1.29584  0.64571  0.14530  -0.266
C  -0.02742  0.76984  -0.44610  -0.253
C  -0.97355  -0.30728  0.29746  -0.121
C  -2.52101  -0.19744  -0.08491  -0.098
C  -3.49657  0.91760  0.35276  -0.020
C  -5.04660  0.92684  -0.03857  -0.028
C  -5.57434  -0.26596  -0.91081  -0.018
C  -4.63437  -1.42586  -1.42302  -0.285
N  -4.97201  -2.57518  -2.23660  -0.275
S  -3.48262  -3.41473  -2.42025  0.882
N  -2.34127  -2.48287  -1.51398  -0.262
C  -3.11742  -1.35419  -0.98814  -0.213
H  4.17425  -0.16929  1.01773  0.047
H  4.67728  -1.20212  -0.47426  0.016
H  3.43620  -1.86732  0.72196  0.044
H  2.29287  1.67338  -2.64431  0.043
H  3.65742  2.00007  -1.39772  0.055
H  3.97695  0.73195  -2.79246  0.023
H  2.50856  -2.41531  -1.95785  0.054
H  1.63090  -1.23754  -3.06742  0.053
H  0.75123  -2.04020  -1.55629  0.022
H  -0.04534  0.69045  -1.59516  0.123
H  -0.40580  1.83981  -0.20542  0.124
H  -0.83413  -0.18094  1.43458  0.119
H  -0.61892  -1.34942  -0.01087  0.091
H  -3.09203  1.78157  0.99997  0.090
H  -5.74693  1.74755  0.32753  0.090
H  -6.69207  -0.25098  -1.14622  0.088
C  -1.25717  1.77240  6.11515  -0.170
C  -0.35188  1.84763  4.89453  -0.168
O  -0.73655  0.74037  4.07989  -0.198
S  -2.32341  0.46213  4.27865  0.649
O  -3.02873  1.09673  3.20307  -0.245
O  -2.50222  -0.91706  4.61756  -0.218
O  -2.52962  1.35707  5.61693  -0.189
H  -0.90476  1.01606  6.82223  0.134
H  -1.34272  2.73288  6.62495  0.136
H  0.70469  1.78493  5.15542  0.138
H  -0.53169  2.76457  4.32542  0.135
C  7.62893  1.06473  -0.70462  -0.163
C  8.53472  1.14387  -1.92407  -0.171
O  8.15869  0.03259  -2.73765  -0.186
S  6.57331  -0.25536  -2.53947  0.640
O  5.86561  0.37239  -3.61626  -0.239
O  6.40498  -1.63546  -2.19648  -0.225
O  6.36019  0.63965  -1.20292  -0.214
H  7.98604  0.31197  0.00400  0.135
H  7.53609  2.02542  -0.19642  0.139
H  9.59145  1.08891  -1.66176  0.137
H  8.34908  2.05859  -2.49487  0.134
C  -0.76546  6.46751  -2.45345  -0.172
C  -0.99612  4.96310  -2.46858  -0.173
O  0.22011  4.39741  -1.98063  -0.205
S  0.88289  5.41580  -0.90365  0.641
O  0.51683  4.97755  0.41136  -0.233
O  2.23803  5.66534  -1.29232  -0.225
O  -0.00843  6.72204  -1.26964  -0.192
H  -0.16920  6.78411  -3.31396  0.133
H  -1.70097  7.02812  -2.43503  0.136
H  -1.22248  4.58692  -3.46648  0.138
H  -1.80005  4.67981  -1.78249  0.133
C  -4.08709  -5.64486  1.14641  -0.175
C  -5.34764  -5.96820  0.36056  -0.177
O  -5.29860  -7.37806  0.14306  -0.192
S  -4.55556  -8.08167  1.40471  0.651
O  -5.56013  -8.57072  2.30278  -0.230
O  -3.49466  -8.90296  0.90402  -0.228
O  -3.91193  -6.73735  2.04904  -0.191
H  -3.21304  -5.60188  0.49021  0.128
H  -4.17354  -4.70677  1.69636  0.139
H  -5.39468  -5.43328  -0.58843  0.116
H  -6.24483  -5.74779  0.94669  0.134

A structure of composition C24H47BrCl38N2O3, computed with ωB97M-V/def2-TZVPD.

Output
Net charge = 0
Spin multiplicity = 1

Last column: Löwdin charge in e.
Element x y z (Å)
C  -4.47223  0.79195  2.60012  -0.221
N  -4.51001  2.09159  1.80377  -0.197
C  -3.98124  1.91818  0.39764  -0.112
C  -5.92817  2.66598  1.81735  -0.208
O  -6.09315  3.80760  2.54184  -0.061
C  -7.21908  1.92959  1.05110  -0.273
N  -8.42324  1.83567  1.96131  -0.477
Br  -9.40478  3.42845  2.04720  0.794
C  -9.28266  0.62278  1.68471  -0.365
O  -10.12401  0.23275  2.67466  -0.032
O  -9.32524  -0.16581  0.44476  -0.013
H  -5.19713  0.81295  3.53870  0.057
H  -3.35871  0.62314  2.92174  -0.118
H  -4.85714  -0.05484  1.88869  -0.060
H  -3.25401  0.98439  0.39493  0.047
H  -4.80845  1.71343  -0.41730  0.020
H  -3.40166  2.90960  0.10746  0.107
H  -6.82124  0.83420  0.79347  0.033
H  -7.41012  2.47420  0.03015  0.079
H  -9.84647  0.28434  -0.28235  0.131
C  -7.65170  -0.51535  5.20840  -1.038
Cl  -6.86766  -1.80983  4.29491  0.496
Cl  -8.06289  -1.04894  6.84279  0.508
H  -6.97103  0.33704  5.27314  -0.078
H  -8.56678  -0.21826  4.69036  0.011
C  -1.22604  -1.53556  2.12108  -0.954
Cl  -2.16966  -0.57123  3.26322  0.599
Cl  -1.60219  -1.09255  0.45156  0.552
H  -0.16253  -1.36345  2.30381  0.006
H  -1.45965  -2.59256  2.26995  -0.040
C  -0.62371  -5.17884  0.18339  -0.973
Cl  -0.28931  -4.90286  1.89712  0.537
Cl  -2.30912  -4.81141  -0.20317  0.562
H  0.02673  -4.53544  -0.41411  0.037
H  -0.42465  -6.22679  -0.05362  0.033
C  -2.50009  -2.54763  -2.97712  -1.056
Cl  -1.22760  -2.03918  -4.09385  0.492
Cl  -4.09475  -2.06320  -3.56654  0.502
H  -2.47278  -3.63554  -2.87819  -0.002
H  -2.32483  -2.08408  -2.00326  -0.036
C  1.80345  0.89786  -4.01582  -1.047
Cl  0.35733  1.03992  -3.00915  0.501
Cl  1.53268  -0.21122  -5.36551  0.522
H  2.05980  1.88370  -4.41140  -0.099
H  2.62667  0.52011  -3.40458  0.037
C  1.18422  2.16016  3.37224  -1.047
Cl  -0.32833  2.42873  2.49766  0.508
Cl  1.23882  0.53451  4.06456  0.514
H  2.02141  2.28047  2.68036  -0.094
H  1.26381  2.89316  4.17870  0.018
C  4.81697  3.92424  2.48770  -0.996
Cl  3.97990  4.37541  3.97787  0.521
Cl  3.75513  3.00377  1.41520  0.564
H  5.14186  4.83197  1.97336  0.033
H  5.68609  3.31164  2.73940  -0.045
C  -5.27452  -3.20715  1.23911  -0.951
Cl  -4.63756  -3.33386  2.88321  0.502
Cl  -5.23131  -1.53500  0.66719  0.595
H  -4.66791  -3.82645  0.57386  -0.030
H  -6.30878  -3.55960  1.23017  0.040
C  -7.37452  0.91785  -3.03589  -0.957
Cl  -6.73756  0.79114  -1.39179  0.631
Cl  -7.33131  2.59000  -3.60781  0.526
H  -6.76791  0.29855  -3.70114  0.025
H  -8.40878  0.56540  -3.04484  0.032
C  0.74106  4.82752  -3.71279  -0.992
Cl  2.25960  3.94766  -3.92424  0.575
Cl  -0.30698  4.63596  -5.12344  0.515
H  0.22509  4.43985  -2.83100  0.028
H  0.96116  5.88887  -3.57460  0.031
C  -0.05558  -6.96813  5.02750  -1.042
Cl  -0.66517  -5.31062  5.10431  0.478
Cl  -0.36766  -7.83144  6.53823  0.507
H  -0.55367  -7.49277  4.20852  0.025
H  1.02202  -6.94288  4.84822  0.030
C  7.18071  0.73884  4.44217  -1.144
Cl  5.61103  1.21858  5.09853  0.521
Cl  7.33979  1.22869  2.75109  0.526
H  7.97143  1.21564  5.02655  -0.071
H  7.27697  -0.34759  4.50844  -0.036
C  -3.70009  1.37462  6.49828  -0.965
Cl  -2.42760  1.88308  5.38155  0.520
Cl  -5.29475  1.85906  5.90886  0.596
H  -3.67278  0.28672  6.59721  0.037
H  -3.52483  1.83817  7.47214  0.030
C  8.87454  0.41242  7.82546  -0.957
Cl  9.68170  1.71114  6.93852  0.534
Cl  8.08686  -0.71942  6.71932  0.578
H  9.61643  -0.12787  8.41854  0.034
H  8.12041  0.84775  8.48560  0.037
C  1.99991  -0.84891  -8.96251  -1.025
Cl  3.27240  -0.34045  -10.07923  0.540
Cl  0.40525  -0.36447  -9.55193  0.530
H  2.02722  -1.93681  -8.86358  -0.041
H  2.17517  -0.38536  -7.98865  -0.029
C  2.65015  -3.92583  -11.14256  -1.019
Cl  1.21454  -4.87086  -11.55577  0.511
Cl  3.08673  -4.14198  -9.44323  0.529
H  3.48388  -4.25322  -11.76847  0.033
H  2.44464  -2.86830  -11.32534  -0.001
C  11.11697  -0.78220  2.51192  -1.029
Cl  10.27990  -0.33103  4.00209  0.523
Cl  10.05513  -1.70268  1.43942  0.496
H  11.44186  0.12552  1.99758  -0.063
H  11.98609  -1.39480  2.76362  0.034
C  12.85015  1.65489  -0.73827  -1.004
Cl  11.41454  0.70985  -1.15148  0.513
Cl  13.28673  1.43873  0.96106  0.544
H  13.68388  1.32749  -1.36419  0.031
H  12.64464  2.71241  -0.92106  0.031
C  1.69991  2.46315  -11.68430  -1.073
Cl  2.97240  2.97160  -12.80102  0.495
Cl  0.10525  2.94758  -12.27372  0.497
H  1.72722  1.37525  -11.58537  -0.047
H  1.87517  2.92670  -10.71044  0.031

| no. | frontier orbital gap (Ha) | E_HOMO (eV) |
| --- | --- | --- |
| 1 | 0.2884 | -8.213 |
| 2 | 0.2656 | -8.497 |
| 3 | 0.2844 | -8.269 |